ORCA calculation (ωB97M-V with the def2-TZVPD basis set) on a cluster of 11 separate species, C63H158N10O21 in total at a distorted geometry.

```
252
Properties=species:S:1:pos:R:3:mulliken_charge:R:1
C 0.5482 2.1823 -5.9368 -0.678
O 1.5602 1.2145 -5.8317 -0.393
C 1.2991 0.1065 -4.9299 0.020
C 2.5273 -0.7975 -4.9963 -0.205
N 2.6602 -1.3593 -6.3726 -0.354
C 3.6668 -2.3583 -6.4391 -1.051
C 5.1032 -1.8497 -6.1301 0.406
O 6.1506 -2.8484 -6.2776 -0.424
C 7.3934 -2.3646 -5.9985 -0.653
H 0.9880 2.9779 -6.5382 0.302
H 0.1620 2.5489 -4.9857 0.141
H -0.2911 1.8161 -6.5281 0.313
H 0.4019 -0.4469 -5.2074 0.148
H 1.0832 0.4637 -3.9230 -0.055
H 2.4002 -1.6010 -4.2708 0.353
H 3.4353 -0.2615 -4.7199 0.130
H 2.8738 -0.5139 -6.8823 0.321
H 3.6606 -2.8895 -7.3909 0.386
H 3.3613 -3.1696 -5.7784 0.303
H 5.0917 -1.4806 -5.1046 -0.330
H 5.2961 -1.0799 -6.8773 0.556
H 8.0995 -2.8682 -6.6587 0.307
H 7.7331 -2.6555 -5.0045 0.141
H 7.5984 -1.3051 -6.1520 0.319
C -2.6806 4.2899 2.4511 -0.465
O -4.0166 3.9536 2.0669 0.088
C -4.7108 5.0393 1.3942 -0.719
C -6.0782 4.6146 0.7902 -1.038
N -6.1102 3.4984 -0.1633 -0.300
C -7.5111 3.1316 -0.5023 -0.558
C -7.4298 1.8143 -1.3808 -0.939
O -6.8731 0.7431 -0.6019 0.249
C -6.9146 -0.4633 -1.2898 -1.049
H -2.5541 5.1765 3.0724 0.378
H -2.0821 4.4178 1.5491 0.333
H -2.3421 3.4550 3.0647 -0.206
H -4.0038 5.4446 0.6704 0.388
H -4.7713 5.9241 2.0279 0.432
H -6.6493 5.4737 0.4381 0.558
H -6.6634 4.3458 1.6696 0.345
H -5.6433 2.7171 0.2745 0.014
H -7.9984 3.9756 -0.9904 0.526
H -8.1334 2.8081 0.3321 0.169
H -6.9651 1.9688 -2.3546 0.427
H -8.4735 1.5744 -1.5838 0.473
H -7.9733 -0.6914 -1.4128 0.246
H -6.4032 -1.3060 -0.8246 0.284
H -6.5136 -0.2921 -2.2888 0.364
C -3.7524 0.5848 0.2356 -1.168
O -2.7905 -0.4622 0.4263 -0.538
C -1.8542 -0.2669 1.4793 0.942
C -0.9045 -1.4293 1.5553 -0.480
N -0.0935 -1.6932 0.3790 1.293
C 0.8840 -0.6304 0.1934 2.685
C 2.1466 -1.2606 -0.5026 -0.620
O 3.4064 -0.6725 -0.2330 -0.505
C 3.4333 0.7500 -0.4166 0.291
H -4.3433 0.5927 -0.6803 0.390
H -3.3156 1.5828 0.2723 0.469
H -4.4922 0.4304 1.0211 0.240
H -2.3222 0.0103 2.4239 -0.228
H -1.3720 0.6418 1.1189 0.088
H -1.4547 -2.2818 1.9534 0.183
H -0.1847 -1.1842 2.3363 -1.212
H -0.6388 -1.6322 -0.4690 -1.045
H 1.1636 -0.1497 1.1309 -0.859
H 0.4665 0.1916 -0.3881 -0.319
H 2.0723 -1.4015 -1.5809 -0.350
H 2.4397 -2.2455 -0.1390 -0.326
H 3.0981 0.9751 -1.4290 0.164
H 4.4616 1.1115 -0.4203 0.313
H 2.9383 1.2621 0.4086 -0.535
C -1.1948 -11.3874 1.4581 -0.800
O -0.8384 -10.0756 0.9735 -0.266
C 0.5237 -10.0786 0.5140 -0.715
C 0.8205 -8.6622 -0.0472 -0.400
N 1.0408 -7.6840 1.0668 -0.406
C 1.0296 -6.2920 0.5138 0.173
C 1.3426 -5.2717 1.6406 -0.227
O 0.2551 -5.3104 2.6660 -0.408
C 0.3372 -4.2580 3.6523 -0.703
H -1.4289 -12.0864 0.6552 0.278
H -2.0879 -11.2618 2.0702 0.254
H -0.4723 -11.6742 2.2222 0.338
H 0.6721 -10.7889 -0.2993 0.460
H 1.2868 -10.3276 1.2515 0.382
H 0.0230 -8.3727 -0.7315 0.126
H 1.7193 -8.8152 -0.6447 0.297
H 0.4653 -7.8562 1.8787 0.336
H 0.0502 -6.1689 0.0514 -0.424
H 1.8055 -6.1626 -0.2408 0.297
H 1.4167 -4.2781 1.1986 0.011
H 2.2583 -5.5278 2.1737 0.436
H 1.3666 -4.2624 4.0106 0.412
H -0.2055 -4.5539 4.5500 0.232
H 0.1916 -3.2537 3.2545 0.430
C 3.3825 -1.9365 3.0792 -0.584
O 2.2040 -1.7719 3.8458 0.023
C 2.3743 -0.7052 4.7646 -0.812
C 1.0933 -0.5040 5.6099 -0.967
N -0.0469 -0.1851 4.7172 2.031
C -1.3360 -0.2096 5.4434 -0.497
C -1.7698 -1.6410 5.8607 -1.201
O -2.0758 -2.3810 4.6807 0.209
C -2.8687 -3.5521 4.7860 -1.091
H 3.5003 -1.0158 2.5078 0.057
H 3.3227 -2.7434 2.3487 0.084
H 4.3086 -1.9842 3.6521 0.454
H 2.6050 0.1923 4.1907 0.388
H 3.2141 -0.9528 5.4140 0.470
H 1.2783 0.2842 6.3397 0.426
H 0.8237 -1.3858 6.1911 0.518
H -0.1406 -0.9899 4.1143 -1.265
H -2.0507 0.2092 4.7349 -0.050
H -1.4116 0.4950 6.2717 0.491
H -2.7302 -1.4787 6.3500 0.554
H -1.2522 -2.2671 6.5874 0.377
H -2.4100 -4.3930 5.3060 0.363
H -3.1252 -3.9260 3.7948 0.266
H -3.8221 -3.3970 5.2910 0.327
C 1.2610 3.5692 -1.4614 0.027
O 1.0627 4.9293 -1.0966 -0.529
C 1.6499 5.3906 0.0983 1.584
C 1.1980 6.7953 0.3951 -1.279
N -0.2667 6.8133 0.5319 -0.027
C -0.6723 8.2011 0.6094 -0.847
C -2.1535 8.3682 0.9021 -0.408
O -2.9015 8.0873 -0.3031 -0.288
C -4.2231 8.7360 -0.3525 -0.801
H 2.3182 3.4052 -1.6703 0.176
H 0.7976 3.3792 -2.4295 0.196
H 1.1021 2.8311 -0.6752 0.034
H 2.7304 5.3410 -0.0370 -0.530
H 1.2793 4.7290 0.8813 -0.501
H 1.4940 7.4819 -0.3981 0.352
H 1.6148 7.3021 1.2654 0.415
H -0.7263 6.3742 -0.2530 0.194
H -0.4349 8.6989 -0.3308 0.343
H -0.0517 8.7395 1.3257 0.534
H -2.3793 9.3171 1.3888 0.566
H -2.4725 7.5996 1.6060 0.010
H -4.2324 9.7941 -0.0907 0.337
H -4.9786 8.1500 0.1707 0.228
H -4.5656 8.6020 -1.3786 0.284
C -1.6363 0.3512 -2.6844 -0.517
O -0.9728 -0.8380 -2.3650 0.985
C -1.4364 -1.9853 -3.0720 -0.752
C -2.9185 -2.4013 -2.6858 -1.816
N -3.1261 -2.8356 -1.3067 0.232
C -2.3265 -3.9950 -0.8472 0.178
C -2.6232 -5.2989 -1.6213 -0.868
O -2.3265 -5.1580 -3.0115 -0.105
C -2.5878 -6.3251 -3.7501 -0.829
H -1.5789 0.6006 -3.7439 0.318
H -1.0835 1.1435 -2.1797 -0.135
H -2.6514 0.2221 -2.3088 -0.160
H -0.7532 -2.8244 -2.9410 0.317
H -1.4583 -1.7252 -4.1303 0.665
H -3.2657 -3.1838 -3.3605 0.514
H -3.5563 -1.5402 -2.8854 0.476
H -3.0108 -2.0506 -0.6818 0.212
H -2.5385 -4.2509 0.1909 0.259
H -1.2706 -3.7258 -0.8759 0.042
H -3.6322 -5.6773 -1.4577 0.470
H -2.0138 -6.0907 -1.1855 0.184
H -2.4344 -6.0020 -4.7797 0.223
H -3.5853 -6.7552 -3.6599 0.337
H -1.9545 -7.1545 -3.4354 0.255
C 4.9138 3.5076 1.6457 -0.613
O 4.8427 3.8835 0.3668 0.108
C 6.0496 4.2028 -0.2270 -0.696
C 5.8711 4.6155 -1.7087 -0.759
N 5.0856 5.8251 -1.8454 -0.363
C 4.8095 6.2164 -3.1948 -0.615
C 4.1167 7.5735 -3.3896 -0.752
O 2.8964 7.6356 -2.6113 -0.293
C 1.8278 7.3872 -3.4322 -0.631
H 4.0163 2.9549 1.9233 -0.265
H 5.0627 4.3525 2.3180 0.364
H 5.7311 2.8125 1.8378 0.480
H 6.7199 3.3442 -0.1863 0.385
H 6.5029 4.9942 0.3699 0.357
H 5.4814 3.8286 -2.3545 0.379
H 6.9000 4.7475 -2.0436 0.455
H 4.2465 5.5491 -1.3557 0.174
H 4.2043 5.4628 -3.6987 0.219
H 5.7897 6.2177 -3.6716 0.526
H 3.9912 7.6939 -4.4657 0.449
H 4.7862 8.3463 -3.0120 0.348
H 1.6799 8.1745 -4.1714 0.384
H 0.9516 7.4751 -2.7899 0.068
H 1.8092 6.3950 -3.8832 0.281
C -10.7642 -1.0205 2.6787 -0.793
O -9.3984 -0.7827 2.8654 -0.329
C -8.9528 0.4568 2.4070 -0.819
C -7.3931 0.4410 2.7345 0.707
N -6.8895 1.2663 3.8207 -0.465
C -5.4734 1.5360 3.4921 0.463
C -4.7048 1.9835 4.6956 -0.229
O -4.9372 1.1264 5.7655 -0.309
C -4.4649 1.4960 7.0837 -0.741
H -10.9672 -2.0847 2.7991 0.265
H -11.1542 -0.7440 1.6991 0.308
H -11.3444 -0.3543 3.3171 0.319
H -9.4148 1.2819 2.9491 0.413
H -9.1660 0.5931 1.3468 0.224
H -7.0010 0.8338 1.7964 -0.427
H -7.0758 -0.5997 2.8022 0.251
H -6.8083 0.7275 4.6711 0.442
H -5.4068 2.2994 2.7169 -0.081
H -4.9428 0.6312 3.1956 -0.213
H -4.9922 3.0010 4.9604 0.719
H -3.6294 1.9330 4.5248 -0.361
H -4.8246 2.5138 7.2345 0.394
H -3.3810 1.5084 7.1980 0.175
H -4.8767 0.7500 7.7635 0.235
C 6.6011 -0.1489 -2.8470 -0.788
O 6.4185 -1.4814 -3.1412 -0.360
C 5.2811 -1.9848 -2.3665 -0.060
C 4.8840 -3.4678 -2.7098 -0.366
N 6.0102 -4.3757 -2.4143 -0.345
C 5.7322 -5.7520 -2.8202 -0.397
C 7.0531 -6.5482 -2.7172 -0.786
O 7.9379 -6.1819 -3.7839 -0.249
C 9.2323 -6.7472 -3.6836 -0.814
H 6.8504 0.0655 -1.8078 0.309
H 5.8094 0.4921 -3.2350 0.239
H 7.4153 0.1553 -3.5047 0.384
H 4.4060 -1.3801 -2.6045 -0.226
H 5.5350 -1.8746 -1.3123 0.634
H 4.6113 -3.5599 -3.7611 -0.109
H 4.0203 -3.7859 -2.1260 0.343
H 6.8602 -3.9406 -2.7433 0.312
H 5.3676 -5.7118 -3.8466 0.285
H 4.9006 -6.1608 -2.2463 0.227
H 6.9283 -7.6222 -2.5793 0.564
H 7.6165 -6.3084 -1.8154 0.350
H 9.9242 -6.3882 -4.4455 0.245
H 9.1927 -7.8356 -3.7288 0.314
H 9.7145 -6.5248 -2.7317 0.333
C 1.9719 3.3174 4.9466 -1.535
C 0.7649 3.2893 4.0707 0.922
C 0.9868 2.5536 2.8145 0.750
O -0.2114 2.6461 4.8742 -0.630
H 1.8313 3.9393 5.8306 0.387
H 2.8437 3.6440 4.3795 0.299
H 2.2537 2.3544 5.3723 0.193
H 0.4730 4.3203 3.8712 0.458
H 1.2403 1.5143 3.0235 -0.828
H 1.7794 2.9809 2.2003 -0.366
H 0.1655 2.4421 2.1066 -0.044
H -0.1770 1.6940 4.7560 0.108
```

Results
- Frontier orbital gap: 8.601 eV
- HOMO: -8.00 eV
- SMILES string: COCCNCCOC.COCCNCCOC.COCCNCCOC.COCCNCCOC.COCCNCCOC.COCCNCCOC.COCCNCCOC.COCCNCCOC.COCCNCCOC.COCCNCCOC.CC(C)O
- Charge: 0
- Energy above the lowest of the compared OMol25 structures with the same formula, charge and spin: 351.5 kJ/mol